# C4H14N2O

A cluster of 2 separate species, C4H14N2O in total at a distorted geometry (ωB97M-V with the def2-TZVPD basis set, the OMol25 dataset).

```
21
C4H14N2O, DFT ωB97M-V with the def2-TZVPD basis set
C 0.77421 2.68122 -0.06632
C 1.38200 1.54427 -0.73298
C 0.46505 0.35042 -0.86371
N 0.54248 -0.40339 0.37333
C 0.44503 -0.32064 -2.30892
N -0.75855 -1.30296 -2.60065
H -0.15080 2.99396 -0.52082
H 0.32478 2.47379 0.95785
H 1.33031 3.61261 0.23506
H 2.30034 1.17768 -0.27987
H 1.63834 1.87667 -1.74548
H -0.45359 0.90933 -0.83997
H 1.47405 -0.74211 0.56072
H 0.24617 0.15529 1.11746
H 0.59998 0.36749 -3.17446
H 1.30255 -0.98555 -2.32055
H -1.55216 -0.64167 -2.44207
H -0.61817 -1.85190 -1.69181
O -3.47178 -3.94009 5.59571
H -3.09556 -4.66096 5.04858
H -2.72468 -3.29346 5.69890
```

Summary:
Energy = -345.48966 a.u.
Lowest unoccupied orbital energy = 0.8928 eV
Structure (SMILES) = CC[C@H](N)CN.O
Largest force on an atom = 4.854 eV Å⁻¹
Energy relative to the best compared isomer or geometry (same formula, charge and spin) = 227.2 kJ/mol
M = 106.17 g/mol
HOMO-LUMO gap = 10.212 eV
HOMO level = -9.320 eV